[1]
The molecule CH6NPS. Source: OMol25; level of theory: ωB97M-V/def2-TZVPD.

Summary:
Kohn-Sham gap (alpha / beta)   7.13 / 7.13 eV
F_max   5.45 eV/A
HOMO level (alpha / beta)   -0.2857 / -0.2857 hartree
Energy relative to the best compared isomer or geometry (same formula, charge and spin)   623.4 kJ/mol
SMILES string   C=[S@@H](N)=P
LUMO level (alpha / beta)   -0.64 / -0.64 eV
Molar mass   95.1 g mol⁻¹

The geometry in ORCA input format:
```
! wB97M-V def2-TZVPD RIJCOSX def2/J DEFGRID3
* xyz 0 1
S -0.340 0.069 0.186
P -2.352 -0.091 0.017
H 1.685 -0.956 -0.701
H 0.409 2.310 0.419
H 0.005 1.891 -1.210
H 0.025 -1.538 -1.255
N 0.491 1.608 -0.346
C 0.665 -1.219 -0.457
H 0.280 0.543 1.685
H -2.378 -1.219 -0.890
*
```

Atom charges from the Mulliken analysis, given in e for atoms 1 to 4: S 0.07; P -0.11; H 0.31; H 0.28



[2]
A cluster of 2 separate species, C4H9NO in total. Source: OMol25; level of theory: ωB97M-V/def2-TZVPD.

Summary:
Kohn-Sham gap   8.96 eV
F_max   5.99 eV/A
HOMO level   -0.2995 hartree
Energy relative to the best compared isomer or geometry (same formula, charge and spin)   371.5 kJ/mol
SMILES string   C=CN.C=CO
LUMO level   0.81 eV
Molar mass   87.1 g mol⁻¹

The geometry in ORCA input format:
```
! wB97M-V def2-TZVPD RIJCOSX def2/J DEFGRID3
* xyz 0 1
N 0.956 -1.228 1.761
C -0.423 0.629 2.593
C -0.674 -0.136 -2.802
O 0.538 -0.867 -2.595
H -1.498 -0.754 -2.886
C -0.666 1.202 -2.601
H 0.197 -1.888 1.967
H 0.201 1.683 -2.187
H -0.557 1.574 2.902
H 1.759 0.607 1.988
H 1.870 -1.471 1.810
H 0.411 -1.631 -1.943
H -1.585 1.957 -2.656
C 0.796 0.157 2.105
H -1.324 0.166 2.543
*
```

Atom charges from the Mulliken analysis, given in e for atoms 1 to 4: N -0.45; C -1.02; C -0.05; O -0.51



[3]
A structure of composition C4H8N2O2. Source: OMol25; level of theory: ωB97M-V/def2-TZVPD.

Summary:
Kohn-Sham gap   8.45 eV
F_max   0.60 eV/A
HOMO level   -0.2986 hartree
Energy relative to the best compared isomer or geometry (same formula, charge and spin)   623.3 kJ/mol
LUMO level   0.33 eV
Molar mass   116.1 g mol⁻¹

The geometry in ORCA input format:
```
! wB97M-V def2-TZVPD RIJCOSX def2/J DEFGRID3
* xyz 0 1
C -0.763 -0.959 1.644
O 1.795 -0.906 -0.394
H -1.887 0.407 -0.654
O 0.410 0.892 -1.365
H 0.929 0.516 -3.195
N 1.001 0.899 1.005
H 0.038 -1.693 1.763
N 0.292 0.086 -2.529
H -1.085 -0.632 2.637
H -1.608 -1.463 1.170
H 0.710 -0.814 -2.273
C -0.312 0.188 0.796
C -1.070 0.910 -0.150
H -1.071 1.992 -0.182
C 1.086 0.019 -0.072
H 1.535 0.558 1.800
*
```

Atom charges from the Mulliken analysis, given in e for atoms 1 to 4: C -1.29; O -0.65; H 0.24; O -0.24



[4]
A cluster of 2 separate species, C5H10N in total. Source: OMol25; level of theory: ωB97M-V/def2-TZVPD.

Summary:
Kohn-Sham gap   9.03 eV
F_max   0.65 eV/A
HOMO level   -0.5281 hartree
Energy relative to the best compared isomer or geometry (same formula, charge and spin)   176.9 kJ/mol
LUMO level   -5.34 eV
Molar mass   84.1 g mol⁻¹

The geometry in ORCA input format:
```
! wB97M-V def2-TZVPD RIJCOSX def2/J DEFGRID3
* xyz 1 1
C 1.206 -1.436 0.153
H 1.229 -2.779 1.744
C -2.368 1.219 -0.314
C 1.196 0.271 -1.501
H -2.389 1.669 -1.300
H 0.851 1.236 -1.838
H -0.971 2.589 0.457
H -1.614 1.324 1.654
H 1.861 -0.337 -2.103
H -3.029 0.381 -0.146
C -1.599 1.725 0.647
H 1.764 -2.054 -0.535
C 0.918 -1.807 1.391
H 0.374 -1.169 2.077
N 0.823 -0.178 -0.367
H 0.141 0.375 0.175
*
```

Atom charges from the Mulliken analysis, given in e for atoms 1 to 4: C 0.19; H 0.27; C -0.28; C -0.01



[5]
The molecule C4H5N. Source: OMol25; level of theory: ωB97M-V/def2-TZVPD.

Summary:
Kohn-Sham gap (alpha / beta)   7.36 / 7.43 eV
F_max   5.48 eV/A
HOMO level (alpha / beta)   -0.2490 / -0.2495 hartree
Energy relative to the best compared isomer or geometry (same formula, charge and spin)   460.4 kJ/mol
LUMO level (alpha / beta)   0.58 / 0.64 eV
Molar mass   67.1 g mol⁻¹

The geometry in ORCA input format:
```
! wB97M-V def2-TZVPD RIJCOSX def2/J DEFGRID3
* xyz 0 1
C 0.492 0.205 -0.692
H 1.359 0.354 -1.321
H -1.305 -2.212 0.426
C 0.008 1.260 0.006
H -0.750 3.061 1.123
H -0.220 -1.222 1.271
C -0.520 -1.489 0.264
C -0.390 2.217 0.597
H -0.109 -1.483 -1.651
N 0.040 -1.023 -0.770
*
```

Atom charges from the Mulliken analysis, given in e for atoms 1 to 4: C -0.78; H 0.35; H 0.25; C -0.52



[6]
A cluster of 2 separate species, C6H17FO9P2S2 in total. Source: OMol25; level of theory: ωB97M-V/def2-TZVPD.

Summary:
Kohn-Sham gap   7.64 eV
F_max   9.58 eV/A
HOMO level   -0.3578 hartree
LUMO level   -2.10 eV
Molar mass   378.3 g mol⁻¹

The geometry in ORCA input format:
```
! wB97M-V def2-TZVPD RIJCOSX def2/J DEFGRID3
* xyz 0 1
P -1.387 -5.118 -2.359
H -0.030 0.106 0.782
O -2.414 -2.746 -0.708
O 0.483 2.364 -0.965
H -2.413 4.560 1.099
H -0.928 -0.719 -0.482
H 4.224 0.936 -0.121
O 2.305 1.542 0.264
C 3.697 1.587 0.579
H -1.553 -7.329 -2.480
O 2.235 3.464 1.578
H 4.098 2.594 0.426
O -4.557 -4.182 -0.098
O -0.968 -6.705 -3.040
H 3.208 1.521 2.709
O -3.081 -5.211 -1.957
C 0.201 0.980 -1.197
H 3.802 0.017 2.049
S -0.933 -3.781 -3.700
S -3.683 -3.742 -1.337
H -1.511 0.831 0.135
C -0.761 3.364 1.815
H -1.048 4.455 -0.031
H -0.235 4.182 2.318
H -2.128 3.078 0.159
H 4.936 1.353 2.340
O 0.174 2.414 1.337
F -2.959 -1.811 0.069
C 3.927 1.103 1.999
C -0.612 0.271 -0.128
H -0.381 0.954 -2.128
H 1.124 0.436 -1.409
O -0.348 -4.967 -0.926
C -1.638 3.895 0.700
H -1.382 2.861 2.560
H -0.873 -5.501 -0.231
P 1.408 2.944 0.377
*
```

Atom charges from the Mulliken analysis, given in e for atoms 1 to 4: P 0.73; H 0.29; O -0.05; O -0.44



[7]
A structure of composition C25H40BGaN6S3. Source: OMol25; level of theory: ωB97M-V/def2-TZVPD.

Summary:
Kohn-Sham gap   7.71 eV
F_max   0.17 eV/A
HOMO level   -0.2727 hartree
LUMO level   0.30 eV
Molar mass   601.4 g mol⁻¹

The geometry in ORCA input format:
```
! wB97M-V def2-TZVPD RIJCOSX def2/J DEFGRID3
* xyz 0 1
C 3.174 0.011 2.159
H 4.775 0.008 0.730
H 1.762 2.977 -0.736
C 3.702 1.268 2.865
H -2.127 -0.863 4.018
N -1.819 1.274 0.205
C -2.736 2.251 0.179
H -1.128 0.020 5.177
N -1.825 -1.265 0.215
H 0.180 -4.472 -3.776
N -0.722 -1.651 -0.492
H -0.509 -2.847 -3.650
H -2.716 -4.226 -0.727
H 3.406 1.297 3.915
H -4.664 -3.009 0.660
C -4.063 -2.131 0.890
S -0.214 -0.018 -3.239
H -2.125 0.898 4.012
C -0.494 -3.838 -3.197
C 3.684 0.005 0.732
H -4.612 -1.246 0.567
C -0.341 0.013 3.211
C 3.705 -1.239 2.876
H 1.556 2.349 -2.377
H 2.112 3.995 -2.135
S 2.239 -0.073 -4.982
H 3.331 -2.147 2.400
H 3.326 2.171 2.381
C 1.003 0.015 3.496
N -0.716 1.647 -0.509
H 0.630 -5.825 -1.701
H -1.498 -4.264 -3.253
C -4.053 2.156 0.873
C 1.439 3.227 -1.750
H 1.451 0.019 4.475
C -2.216 3.290 -0.561
H 0.304 -5.162 -0.093
H -2.697 4.230 -0.766
C -2.229 -3.287 -0.530
C -0.008 5.159 -1.169
C -0.953 -2.892 -0.946
H 3.359 -0.888 0.197
H 4.793 1.285 2.819
H -3.943 -2.070 1.972
H 2.098 -4.037 -2.077
N -0.472 0.008 1.875
H 4.796 -1.254 2.830
H -4.648 3.036 0.639
Ga 0.453 -0.006 -0.934
H 3.353 0.890 0.187
C 1.495 -0.033 -3.528
H -3.931 2.103 1.956
H 0.336 5.145 -0.132
S 2.434 -0.021 -2.029
C -1.498 0.017 4.153
H -0.509 2.828 -3.681
H -4.608 1.273 0.557
C -0.942 2.884 -0.974
C 1.664 0.010 2.261
H 0.188 4.450 -3.813
H -2.721 0.013 1.812
H 1.561 -2.388 -2.345
B -1.786 0.008 1.075
C -0.037 -5.176 -1.131
H -1.000 5.610 -1.194
H 0.663 5.801 -1.743
H 3.410 -1.259 3.926
H -1.489 4.251 -3.281
H 1.745 -2.997 -0.695
C -0.008 -3.766 -1.742
C -2.746 -2.238 0.198
C -0.487 3.820 -3.229
C 1.428 -3.258 -1.708
H -1.032 -5.619 -1.158
C 0.006 3.748 -1.777
N 0.760 0.006 1.270
*
```

Atom charges from the Mulliken analysis, given in e for atoms 1 to 4: C 2.57; H 0.43; H 0.28; C -1.75



[8]
A cluster of 2 separate species, C4H6N2OS in total. Source: OMol25; level of theory: ωB97M-V/def2-TZVPD.

Summary:
Kohn-Sham gap   7.53 eV
F_max   3.24 eV/A
HOMO level   -0.2997 hartree
Energy relative to the best compared isomer or geometry (same formula, charge and spin)   387.0 kJ/mol
LUMO level   -0.62 eV
Molar mass   130.2 g mol⁻¹

The geometry in ORCA input format:
```
! wB97M-V def2-TZVPD RIJCOSX def2/J DEFGRID3
* xyz 0 1
H -1.951 -0.743 -1.469
O -1.686 2.031 0.335
H 2.877 -0.918 -0.294
H -1.386 2.179 -0.582
C 1.532 0.687 -1.150
N -0.066 0.443 0.157
H 0.523 -1.073 1.466
N 0.351 1.129 -0.884
C 1.851 -0.411 -0.306
S -2.903 -0.698 -0.651
C 0.767 -0.507 0.563
H 1.898 0.952 -2.109
C -1.289 0.866 0.723
H -1.587 0.453 1.671
*
```

Atom charges from the Mulliken analysis, given in e for atoms 1 to 4: H 0.05; O -0.40; H 0.29; H 0.46



Question: What is the F_max in the fourth record?
Answer: 0.65 eV/A



Question: Look up the F_max of the second one.
Answer: 5.99 eV/A